47
Properties=species:S:1:pos:R:3 method="wB97M-V/def2-TZVPD" total_charge=+1 homo_lumo_gap_ev=3.63
H -0.42 4.36 -2.03
H 4.00 0.27 1.18
C 2.20 -1.64 3.44
C 1.59 -1.49 4.79
C 2.38 -2.72 1.29
N -2.03 0.22 -1.64
C 0.85 2.92 -3.01
H -1.32 -1.94 -3.14
C -3.92 0.63 -0.09
C -0.31 3.31 -2.30
H 2.94 -0.45 -1.07
H 0.38 -0.48 -2.96
C -3.22 3.34 -0.37
C 3.24 -1.45 -0.73
H -3.03 -1.49 -1.25
C -1.00 1.00 -2.15
H 4.27 -1.55 -1.08
H -1.72 -3.14 -1.88
C 1.09 1.56 -3.24
H 1.01 -3.35 2.86
C -1.22 -2.18 -2.09
H 1.55 -2.40 5.39
H 0.55 -1.12 4.72
H 2.90 0.34 3.26
H 2.03 -3.47 0.59
C 3.52 -0.62 1.56
C -2.93 1.04 -0.98
H 2.00 1.27 -3.79
C -2.52 2.40 -1.12
C 3.29 -0.67 3.03
C 0.18 0.59 -2.77
C 3.09 -1.60 0.75
H -0.16 -2.30 -1.84
C 1.79 -2.61 2.57
H -1.75 -1.11 -0.19
C -4.68 1.60 0.59
H 2.15 -0.75 5.37
H 4.18 -0.81 3.70
H 2.64 -2.19 -1.25
H 1.57 3.67 -3.35
C -4.33 2.95 0.42
H -2.95 4.40 -0.35
H -4.12 -0.44 0.05
C -2.01 -1.18 -1.24
H -4.94 3.66 0.98
C -1.28 2.39 -1.90
H -5.51 1.25 1.24

---

51
Properties=species:S:1:pos:R:3 method="wB97M-V/def2-TZVPD" smiles="CCN1CCc2c(OCC(=O)N3CCCc4ccccc43)cccc2C1=O" homo_lumo_gap_ev=9.40
H -2.80 -1.60 -4.52
C 2.36 0.75 1.58
C -1.67 0.36 -1.31
H -3.19 -1.79 0.07
C 1.01 -1.29 1.99
C 2.95 2.53 3.09
N 1.99 -0.59 1.35
H -0.34 2.09 1.87
O 0.81 -2.46 1.75
H -4.88 -2.00 -3.24
H -0.16 -1.13 3.79
H -1.63 -2.31 0.72
H 1.85 1.75 -1.51
H 2.52 0.52 3.70
N -2.29 -1.62 -2.53
C 2.60 1.21 2.87
C -1.23 1.68 -1.36
O -1.19 -0.43 2.22
C -2.80 -2.31 -3.69
C 0.05 -0.52 2.91
H 0.94 -0.38 -1.03
C 2.56 -1.15 0.14
H 2.25 -2.20 0.08
H -4.58 -3.33 -4.36
C 2.51 1.10 -0.93
H -4.25 -3.53 -2.63
C 2.03 -0.35 -1.04
H 3.12 2.88 4.10
C -1.76 -2.40 -1.43
H 3.09 3.57 -0.11
C -0.71 1.60 0.98
C -4.22 -2.83 -3.46
H -0.39 3.31 -0.26
H -1.27 2.20 -2.31
C -2.11 -1.77 -0.10
O -2.57 0.40 -3.50
H 0.40 0.46 3.20
C -2.22 -0.26 -2.55
H -2.13 -3.14 -3.94
H 2.37 -0.79 -1.98
C 2.58 1.59 0.49
C -0.74 2.29 -0.22
C -1.16 0.29 1.04
H 3.65 -1.10 0.19
C 3.10 3.39 2.02
H 3.36 4.42 2.19
H -2.18 -3.41 -1.50
C -1.64 -0.34 -0.11
C 2.94 2.91 0.73
H -0.67 -2.48 -1.53
H 3.51 1.19 -1.36

---

56
Properties=species:S:1:pos:R:3 method="wB97M-V/def2-TZVPD" smiles="CCCOc1ccc(S(=O)(=O)N2C(=O)CC(=O)N(Cc3ccc(OCC)cc3)C2=O)cc1" homo_lumo_gap_ev=9.08
O 0.04 1.62 -1.07
C 2.70 0.43 1.66
C -0.74 1.12 -1.84
C 2.72 0.33 -0.75
C -2.35 1.27 0.52
O 1.88 -1.02 -3.27
C -2.58 -0.91 1.55
H 0.14 -1.47 0.47
C -1.83 -0.48 2.65
C -2.57 2.16 -0.67
O 0.20 -2.28 -1.96
S 0.91 -1.08 -2.23
H -0.78 1.16 3.52
C -1.36 0.84 2.67
H -3.63 2.35 -0.84
H 1.14 -0.67 2.62
H -1.85 -3.12 2.90
C 4.31 1.59 3.00
C 1.02 -0.84 0.49
O -0.82 -1.29 -4.41
C 5.69 -0.29 3.95
C -3.43 -2.59 4.30
H -1.87 1.43 -4.69
C -2.27 0.59 -4.11
C -1.61 1.69 1.62
H -2.04 3.11 -0.54
H 4.15 1.41 0.39
H 5.59 0.27 1.88
H -3.41 -0.38 -0.33
H -4.08 -2.11 3.57
N -0.37 0.09 -2.68
H 6.44 1.43 2.89
H -3.53 -2.07 5.25
H -3.75 -3.62 4.43
H 4.81 -0.94 3.93
H -1.34 -3.02 4.60
C 1.60 -0.47 -0.71
H -2.99 0.06 -4.73
C -2.95 1.17 -2.89
H 3.15 0.59 -1.70
C 1.57 -0.40 1.67
H 6.57 -0.91 3.80
C -1.97 -2.56 3.84
H -2.96 -1.91 1.49
N -2.07 1.50 -1.88
H -1.22 2.70 1.64
C -2.83 -0.04 0.51
O 3.13 0.82 2.87
C 5.59 0.76 2.85
H 4.26 2.00 4.02
O -1.47 -1.24 3.71
C -1.11 -0.32 -3.77
O -4.13 1.37 -2.81
H 4.30 2.43 2.29
H 5.75 0.18 4.92
C 3.28 0.78 0.44

---

51
Properties=species:S:1:pos:R:3 method="wB97M-V/def2-TZVPD" total_charge=+1 homo_lumo_gap_ev=6.23
C -3.45 0.06 -3.77
C -3.43 -1.53 2.07
C -4.42 -1.35 1.09
C 4.09 -1.93 2.96
N 4.07 0.23 2.50
H -4.07 -0.80 -4.02
C -2.82 2.37 -3.90
H 0.39 -0.80 1.95
H -5.38 -1.87 1.15
H 2.50 -3.54 1.63
O 0.77 2.46 -1.66
H 5.03 1.79 1.46
C -0.52 0.50 -1.55
C -2.34 -0.17 -2.98
H 1.73 -0.32 -2.97
H -2.08 -1.16 -2.61
H -0.46 -0.61 -1.58
H 1.30 -2.83 2.76
H 3.79 2.31 2.64
N -1.48 0.84 -2.60
H 4.32 -2.95 3.27
C 1.96 -2.62 1.88
H 5.35 1.66 3.20
C 1.85 0.53 1.27
C -1.91 -0.03 0.86
H 2.09 -0.40 -1.23
C 4.58 1.58 2.43
O 2.21 1.60 0.73
C -2.99 0.28 0.02
H -4.48 1.50 -5.03
H 2.86 0.88 -2.15
C -0.58 0.56 0.55
C -1.78 2.14 -3.01
H -2.86 1.07 -0.72
H -4.97 -0.19 -0.69
H -1.47 -1.02 2.76
C -2.19 -0.88 1.96
C 0.76 1.23 -1.77
H -3.63 -2.19 2.92
C -3.69 1.34 -4.29
C -4.20 -0.40 0.08
H -0.60 1.63 0.21
C 2.93 -0.27 1.96
H -1.11 2.93 -2.67
C 0.50 0.02 1.26
H -2.91 3.36 -4.32
H 5.70 -0.60 3.68
N 2.96 -1.61 2.20
H 1.35 -2.32 1.02
C 4.79 -0.79 3.13
C 1.93 0.30 -2.07

---

57
Properties=species:S:1:pos:R:3 method="wB97M-V/def2-TZVPD" smiles="COc1cc(C(=O)NCc2nnc(SCC(=O)Nc3cccc(C)c3)o2)cc(OC)c1OC" homo_lumo_gap_ev=8.93
O 2.39 0.41 -5.59
N 2.13 1.68 -1.22
H 0.93 4.34 1.70
C 0.90 -2.47 1.87
N 1.95 -0.09 -3.40
H -3.26 -2.26 6.71
S 2.45 3.25 -3.42
C 1.06 -1.17 -3.47
O -1.97 -2.89 4.85
C -0.17 -2.86 -4.66
O -2.27 2.80 1.90
C -0.71 -3.30 -3.46
H 0.79 -1.12 -1.34
C -2.45 0.63 3.94
C -4.05 -1.77 6.14
C -2.62 -0.60 4.57
H -0.79 -3.03 -1.34
H 2.11 0.26 -2.45
H 0.70 1.89 2.40
C -0.36 -2.68 -2.27
H 0.43 -2.21 0.91
C 2.51 0.62 -4.40
H -0.08 -3.04 -6.79
C -0.67 -0.26 2.60
O -3.59 -0.59 5.52
H -1.02 -4.45 3.84
H 1.67 -1.73 2.11
N 1.55 1.80 -0.01
H -4.46 -2.48 5.41
C -1.34 2.12 2.29
O 1.27 3.69 -1.08
C 0.52 -1.62 -2.27
C 3.40 1.76 -3.89
N -0.04 2.53 2.14
H 0.06 -0.12 1.82
C 1.95 2.81 -1.84
H -4.84 -1.44 6.81
H -2.55 -4.80 4.69
C 1.05 2.99 0.06
H -0.62 4.04 0.88
H -2.58 -3.92 3.14
O -0.06 -2.58 2.89
H -1.40 -4.13 -3.45
H 1.35 -3.45 1.78
H 3.99 1.46 -3.03
C 0.31 3.57 1.22
H -1.63 -3.52 -6.08
C -1.81 -1.69 4.20
H 1.13 -1.43 -5.59
C 0.71 -1.79 -4.66
H -0.22 -4.57 -5.93
C -0.83 -1.50 3.20
C -2.02 -4.07 4.07
H 4.04 2.09 -4.70
C -1.48 0.81 2.97
H -3.09 1.45 4.22
C -0.55 -3.53 -5.95

---

58
Properties=species:S:1:pos:R:3 method="wB97M-V/def2-TZVPD" s2=2.011 homo_lumo_gap_ev="6.85 / 5.96" spin_multiplicity=3
C -6.27 -3.92 -1.23
H 3.13 -2.36 1.58
Se -1.08 2.08 -3.76
C -5.79 -2.59 -1.24
C -5.87 -4.76 -0.20
S -0.27 -1.37 -2.17
H 5.66 -0.19 -0.69
C -0.24 3.26 -0.12
H 4.95 -2.37 -1.61
C 1.99 4.15 -0.41
N -1.37 -0.21 0.01
C 1.61 5.22 0.33
C 1.07 3.11 -0.59
C 4.03 0.14 0.63
H 2.23 6.07 0.41
N -0.79 0.93 -0.51
H -1.67 4.53 0.80
H -6.98 -4.18 -2.03
H 2.35 -2.03 -1.44
H 4.09 0.12 -1.53
C 4.47 -1.94 -0.76
C -1.05 2.04 0.09
C -4.19 -3.12 0.46
H 3.87 1.21 0.64
C 1.88 0.31 1.67
C -2.00 2.02 1.29
Se 2.02 0.34 -3.92
N 1.17 0.93 2.34
N 2.69 -0.39 0.85
H -2.91 -1.67 1.53
H -2.39 0.98 1.36
C 2.55 -1.86 0.79
H -4.46 -1.16 -0.50
H 3.06 4.02 -0.68
Se 5.34 5.06 1.42
C 2.97 -2.36 -0.60
C 4.62 -0.39 -0.72
C -4.75 -2.20 -0.41
H 1.50 -2.10 0.91
H -1.35 2.27 2.14
H -0.05 6.38 1.19
Se 4.78 3.42 2.75
C -1.12 -1.29 -0.65
H 4.64 -0.09 1.48
H -4.37 -5.05 1.36
H -2.63 -3.46 1.95
H 2.95 -3.45 -0.69
C 0.26 5.47 0.68
H -6.21 -1.88 -1.93
H 5.02 -2.22 0.11
O 1.45 2.18 -1.44
W 0.33 0.96 -2.48
C -4.75 -4.38 0.58
C -0.65 4.45 0.49
H -2.89 2.74 1.19
C -2.84 -2.71 1.16
S -1.41 -2.94 0.16
H -6.34 -5.74 0.00

---

56
Properties=species:S:1:pos:R:3 method="wB97M-V/def2-TZVPD" smiles="N#Cc1cccc(-c2nc(-c3cccnc3)no2)c1.CNC(=O)[C@H](CCSC)NC(C)=O" homo_lumo_gap_ev=8.15
C -0.44 -2.73 0.01
C 0.19 4.73 -2.62
C -0.45 1.87 1.23
H 0.47 6.01 -0.91
C -0.42 -2.11 -1.39
C 0.34 5.97 -1.99
H -0.18 -5.82 4.21
H 0.81 -4.46 -0.16
C -0.07 2.31 -0.11
H -2.00 0.25 -0.62
C 2.12 -2.74 -0.05
C 0.07 0.69 1.78
N 0.56 2.34 -2.23
H -2.78 -1.14 0.18
H 2.69 -5.25 -1.23
O -0.38 -5.65 1.75
N 0.34 7.13 -2.66
H -0.10 3.75 -4.53
H -0.59 -1.94 0.74
H 3.65 -2.57 -1.29
H -0.12 5.93 -5.77
H 0.10 -0.64 3.47
H 1.38 -3.15 2.40
H -1.79 3.54 1.57
H 0.17 8.04 -4.54
H 1.43 -5.05 4.14
H -1.28 -3.42 0.08
C -1.24 1.02 3.79
C 0.25 -4.82 2.38
C 0.01 5.91 -4.69
C -1.37 2.62 1.98
S -2.05 -1.68 -2.05
N -0.21 3.55 -0.50
C 0.20 3.53 -1.81
C -1.77 2.20 3.25
C 0.38 -4.94 3.88
O 2.43 -1.72 0.55
H 0.20 -1.22 -1.38
C -0.32 0.27 3.05
C -2.68 -0.58 -0.75
C 0.85 -3.51 0.37
C 0.02 4.69 -4.01
H -1.55 0.69 4.78
C 0.17 7.10 -3.99
O 0.42 1.51 -1.10
H 3.50 -4.46 -2.59
H 1.74 -4.33 -2.43
H 0.03 -2.83 -2.09
N 0.85 -3.78 1.81
H -0.04 -4.05 4.35
C -2.72 2.98 3.99
C 2.68 -4.37 -1.88
N 2.86 -3.16 -1.08
H -3.66 -0.20 -1.04
H 0.80 0.10 1.22
N -3.50 3.62 4.57

---

60
Properties=species:S:1:pos:R:3 method="wB97M-V/def2-TZVPD" s2=3.782 total_charge=+3 homo_lumo_gap_ev="7.75 / 6.53" spin_multiplicity=4
N -0.14 -2.14 -1.03
H -2.75 -0.97 4.47
H 3.28 1.03 4.44
C -3.39 4.89 -1.69
H -1.39 -3.17 -3.25
H -0.64 -5.54 0.53
N 3.28 -0.45 1.37
H 5.52 -0.13 4.50
C -1.38 1.95 -0.70
Se 1.24 1.07 2.17
C -1.52 -0.81 2.73
N -1.44 2.60 0.42
H 4.81 -1.55 0.57
N -2.63 3.76 -1.10
C 3.64 0.50 3.58
H -2.55 -1.57 -0.30
Re 0.29 -0.63 0.29
H 0.94 -0.68 -4.68
C 4.85 -0.16 3.64
H -4.49 4.76 -1.39
N 1.51 -0.30 -1.40
H -2.79 5.51 0.59
O -0.77 0.80 -0.90
H -3.27 4.83 -2.79
C -3.77 -1.69 2.79
N -0.55 -3.40 -0.64
C 2.49 0.61 -1.48
C 5.32 -0.97 2.58
N -1.45 -1.00 1.45
C -2.16 3.73 0.13
C -2.57 -1.51 0.76
C 4.49 -1.02 1.46
C 0.10 -1.92 -2.30
C 0.07 -3.67 0.47
H -0.45 -2.19 -4.36
H -2.07 4.62 1.94
H -2.87 5.80 -1.43
H -2.90 1.96 -2.32
C -2.14 2.59 -1.84
C 1.01 -0.80 -2.55
H 2.79 1.05 -0.58
C 3.01 1.08 -2.72
C -0.42 -2.75 -3.41
S 1.27 -2.50 1.19
C 1.39 -0.35 -3.76
H 2.85 0.88 -4.80
Se -0.25 0.07 3.76
C 2.39 0.64 -3.89
H 0.08 -3.69 -3.54
C -3.71 -1.85 1.42
C -2.72 -1.12 3.43
H 3.93 1.65 -2.63
H 0.41 -5.08 1.88
N -2.30 4.70 0.97
N -0.04 -4.86 1.01
H 6.19 -1.55 2.68
H -4.68 -1.86 3.31
H -1.29 2.91 -2.51
H -4.57 -2.27 1.01
C 2.90 0.20 2.42

---

In eV, the energy above the lowest of the compared OMol25 structures with the same formula, charge and spin values for the records above are, in order, 1.503 1.275 0.872 3.566 2.419 0.000 2.090 0.732.
In eV/Å, the strongest force on any atom values for the records above are, in order, 1.95 0.56 1.45 2.43 1.49 2.50 2.17 3.18.